A structure of composition C7H12NSe at a distorted geometry, computed with ωB97M-V/def2-TZVPD.

Geometry as XYZ:
```
21
C7H12NSe (ωB97M-V/def2-TZVPD)
C -0.67 2.28 0.13
C 0.49 2.01 -0.42
C -1.70 1.25 0.50
C -0.95 -0.04 0.83
C 1.47 -2.24 0.53
C 0.96 0.56 -0.74
C -0.13 -0.42 -0.43
N 0.43 -1.84 -0.48
Se 2.61 0.02 0.12
H -0.96 3.27 0.34
H 1.18 2.73 -0.67
H -2.21 1.80 1.36
H -2.33 1.15 -0.43
H -0.26 0.14 1.60
H -1.69 -0.83 1.04
H 1.10 -2.43 1.50
H 2.04 -2.93 0.06
H 1.07 0.59 -1.88
H -0.84 -0.50 -1.20
H 0.80 -2.01 -1.49
H -0.42 -2.53 -0.27
```

## Properties
Electronic energy, Ha: -2729.74883
ΔE to the lowest compared entry with this formula, charge and spin, eV: 2.747
E_HOMO, eV: -12.79
Frontier orbital gap, eV: 7.74
Charge: +1
E_LUMO, eV: -5.0508